Entry from the OMol25 dataset: a cluster of 5 separate species, C2H12O4 in total at a distorted geometry (ωB97M-V with the def2-TZVPD basis set).

XYZ file:
```
18
Properties=species:S:1:pos:R:3:forces:R:3
H 0.7347 0.5797 2.8727 -0.246 -0.077 0.070
H -0.8402 -1.6896 0.5658 0.083 -0.184 0.654
O -0.3134 2.3433 -1.6567 -0.484 -1.190 0.056
H -0.3101 1.5395 -2.2282 0.259 0.673 0.006
O 1.9586 0.6447 -0.3215 0.177 -0.087 0.454
H 2.6009 0.5644 -1.0531 -0.272 0.272 -0.005
C 0.6221 -2.1597 -0.8027 -0.005 -0.808 -0.395
O -2.5815 1.1619 0.6416 0.686 0.475 1.121
C -0.3544 -2.4903 0.0268 -0.377 0.356 -0.048
H -0.7544 -3.4997 0.1198 -0.063 0.255 -0.225
H 1.0377 0.9093 1.4429 -0.156 -0.173 -0.254
O 0.2855 0.6828 2.0218 0.257 0.182 0.153
H 1.0859 -1.1677 -0.7810 -0.280 -0.573 -0.374
H 0.9100 -2.9442 -1.5222 0.539 0.562 0.398
H -2.4296 1.8646 1.3082 -0.511 0.050 -0.662
H -0.9207 2.0130 -0.9622 0.061 0.477 -0.004
H -1.8799 0.5889 0.9941 0.069 -0.483 -0.465
H 1.1487 1.0591 -0.6661 0.264 0.272 -0.479
```
Forces are in eV/Å.

Calculated values
- Spin multiplicity: 2
- ΔE to the lowest compared entry with this formula, charge and spin: 0.743 eV
- Maximum force: 1.397 eV/A
- Total charge: -1
- HOMO (alpha / beta): 0.0290 / -0.2439 Eh
- LUMO level (alpha / beta): 3.587 / 3.596 eV


Entry from the OMol25 dataset: an isolated molecule of C7H9ClN4 at a distorted geometry (ωB97M-V with the def2-TZVPD basis set).

XYZ file:
```
21
Properties=species:S:1:pos:R:3:forces:R:3
C -3.6939 -0.4572 -0.0690 0.341 -0.231 0.767
H 3.9686 3.0031 1.0670 1.856 -0.257 -0.342
H 3.6237 2.9402 -0.7410 -1.969 0.181 0.301
C 2.2974 0.3672 0.0076 1.275 0.097 -1.698
C 0.0591 -0.7000 -0.3425 -0.609 -0.600 -0.414
C 3.7204 2.3984 0.1981 0.067 -0.262 -0.211
C -1.3092 -1.3028 -0.5422 -0.324 0.572 0.929
Cl -1.1943 -3.0787 -0.3904 -0.077 -0.051 -0.239
N 1.8297 0.3570 -1.2440 -0.671 -0.285 0.145
H -4.1472 0.3394 0.5189 -0.168 0.030 -0.087
H -1.8791 0.2602 0.7762 0.048 0.018 0.071
H -1.6922 -1.0337 -1.5204 0.335 -0.305 -0.281
H -4.3226 -1.3371 0.0486 -0.080 -0.048 -0.369
H 4.4409 0.4418 0.5990 -0.713 -0.044 1.866
C 3.5896 1.0435 0.2880 0.254 0.594 -0.024
H -2.2872 -1.3112 1.4027 -0.073 -0.065 0.011
N 0.6518 -0.2043 -1.4253 0.476 0.330 0.252
C -2.2900 -0.7118 0.4965 0.133 0.380 -0.440
N 0.5435 -0.7229 0.8940 0.574 0.336 -0.026
N 1.7193 -0.1620 1.0817 -0.477 -0.322 -0.122
H -3.6283 -0.1292 -1.1035 -0.197 -0.068 -0.089
```
Forces are in eV/Å.

Calculated values
- Structure (SMILES): C=Cc1nnc([C@@H](Cl)CC)nn1
- Spin multiplicity: 1
- ΔE to the lowest compared entry with this formula, charge and spin: 2.881 eV
- Maximum force: 2.125 eV/A
- HOMO: -0.3277 Eh
- LUMO level: -0.911 eV


Entry from the OMol25 dataset: a structure of composition C52H57BrN6O4P3S2Se2Ti at a distorted geometry (ωB97M-V with the def2-TZVPD basis set).

XYZ file:
```
128
Properties=species:S:1:pos:R:3:forces:R:3
C -5.2983 -0.3795 2.5468 0.188 0.060 0.042
C -1.4942 0.3566 -2.6100 -1.490 -0.112 -1.059
H -0.1635 -4.7807 4.4449 -0.011 -0.051 0.055
C 2.1747 -4.6994 1.3827 0.032 -0.008 -0.038
H 8.6280 -0.1085 2.8275 0.080 0.007 -0.030
C -5.7677 1.4027 4.0789 0.084 -0.019 -0.102
C -0.3890 -1.5539 4.9579 -0.029 0.032 -0.208
N -2.1071 0.6953 -0.2972 -0.390 0.189 0.511
C -1.4158 2.7469 -3.4163 -0.305 -0.027 -0.333
C 2.8442 3.1768 5.5036 -0.025 0.141 -0.016
C -3.5934 1.4253 2.9732 0.798 0.136 -0.559
C 5.2785 0.2872 2.5868 -0.010 0.038 -0.057
C 2.9089 3.0419 6.8820 -0.034 0.077 0.102
C 5.8491 -1.1947 4.4020 -0.072 -0.093 0.068
C -1.8191 3.7478 -4.3023 0.243 -0.058 0.247
H 2.8664 3.9208 7.5109 0.004 0.051 0.028
H 1.4512 1.6915 -3.2469 -0.011 0.205 -0.069
H 6.9245 1.0452 1.4606 -0.006 0.014 -0.053
H 0.1657 0.4796 4.5154 0.013 -0.002 0.002
H 2.8344 0.5638 -5.7107 -0.144 -0.016 0.150
C 1.4522 -3.5713 1.7246 -0.012 0.122 0.025
H -7.6739 1.3454 5.0410 -0.007 0.018 0.009
P 3.4463 -0.2978 -2.3226 0.807 0.512 -0.311
H 6.2879 -2.3902 -2.7027 -0.220 -0.058 -0.067
H 1.1123 -6.7812 3.8191 -0.005 -0.090 0.045
Se 2.7931 -2.4791 5.1943 0.121 -0.013 0.048
H -0.3170 2.2338 -1.9591 -0.101 0.523 -0.254
Ti 0.0687 -0.5187 -0.5972 -0.184 -1.913 0.092
H -3.2766 2.0592 3.7912 0.091 0.024 -0.011
C -2.9978 0.7608 0.6359 -0.135 -0.332 -0.994
H -0.5822 -2.6158 -3.2363 0.030 -0.012 -0.093
H -6.8130 -1.8626 2.3503 -0.040 -0.045 -0.026
C 1.2130 -5.8795 3.2329 -0.088 -0.089 0.114
C -0.9007 -2.4108 5.9221 0.084 -0.058 -0.063
H -1.8908 -4.0642 0.5941 0.045 -0.039 0.105
C -1.0855 -1.9623 7.2150 0.002 -0.109 0.054
H -1.0663 -4.3204 -3.0636 -0.067 -0.088 -0.026
H -2.9560 4.2353 -6.0447 -0.004 0.036 0.007
C 6.6245 0.4255 2.2941 0.150 0.033 -0.024
H 3.3906 -3.1711 -3.2728 -0.090 -0.121 -0.125
H -4.0400 0.5028 0.4187 0.141 0.144 -0.089
H -3.0316 0.1409 -4.8433 -0.020 -0.179 -0.005
H 3.0648 1.6847 8.5347 -0.017 -0.014 0.028
P -0.2791 -2.0520 3.2147 -0.257 -0.259 0.214
C 3.0165 1.7857 7.4585 0.030 0.106 0.032
H 1.3032 -1.3396 -5.4698 -0.010 -0.026 0.001
C 0.4926 -4.7538 3.5882 -0.004 0.102 -0.018
C -0.3480 0.2265 6.5687 -0.052 0.046 0.088
C 2.2992 0.4499 -4.7544 -0.610 0.362 -0.482
S 3.8212 1.4239 -1.4738 -0.407 -0.495 -0.102
H -1.6346 -0.6393 -3.0881 0.063 0.356 0.193
C 5.4635 -1.8700 -4.6062 -0.012 0.029 0.235
H 4.5363 0.7821 1.9770 0.060 0.025 -0.021
H 1.5216 -2.6937 1.0863 0.085 -0.191 0.189
H -3.4607 -2.5469 -0.8105 -0.104 0.058 0.150
N 1.4583 0.4791 0.9160 0.334 0.549 -0.126
S 2.1205 -1.6139 -1.4739 -0.030 0.193 -0.167
C -2.6942 1.1563 -4.6899 0.114 0.048 0.075
C -7.4052 -0.3080 3.7029 -0.026 -0.075 0.023
C -2.6534 3.4514 -5.3624 -0.050 -0.015 -0.026
H -8.3736 -0.7418 3.9112 -0.038 -0.020 0.013
H 5.9644 -0.9114 -4.7052 0.097 0.094 -0.115
N 2.4272 0.4801 1.7748 0.348 0.459 -0.169
H -1.1592 -3.4249 5.6573 -0.048 -0.063 0.045
C 2.0635 -5.8521 2.1400 0.057 -0.033 -0.076
C 1.9568 1.8213 -4.2013 0.152 -0.211 -0.025
N 0.4690 -0.2986 1.3189 0.623 -0.084 1.909
O -0.2551 0.4861 -2.0913 -0.022 1.249 -1.051
H 2.7479 4.1565 5.0561 0.008 0.045 -0.010
C 3.0595 0.6601 6.6549 0.026 -0.104 -0.016
C -1.8593 1.4349 -3.6217 0.367 -0.101 0.083
H 4.5010 -1.8091 -5.1032 -0.046 -0.012 -0.070
C 5.2915 -2.1946 -3.1252 0.139 -0.332 -0.308
H 2.8238 -4.6616 0.5208 0.046 -0.031 -0.121
H -0.1478 1.2618 6.8052 0.028 0.075 0.048
H 1.3058 2.3622 -4.8875 -0.056 -0.026 -0.064
H -1.4530 4.7488 -4.1317 0.019 0.125 0.002
H -3.4431 0.1066 -1.7053 0.383 0.197 0.080
H 2.6277 -6.7333 1.8686 0.048 -0.055 0.013
H -0.2703 -4.4238 -0.0201 0.003 -0.091 0.047
H 0.6395 -0.6410 -3.9782 -0.050 -0.022 -0.115
C 2.0917 -0.3394 2.7872 -0.886 -0.318 -0.137
H -3.7641 1.9215 -6.3774 -0.032 -0.015 -0.097
C -1.4133 -3.0945 -1.2824 -0.595 -1.355 -0.481
P 3.1564 -0.6649 4.1927 0.503 -0.058 0.398
C -2.9064 -2.9305 -1.6639 0.443 0.121 0.222
C -2.7555 1.3276 1.9186 0.245 0.570 1.217
C -6.5351 -0.9306 2.8226 -0.153 -0.029 -0.065
H -1.4672 -2.6405 7.9654 -0.013 -0.026 0.059
H 3.1190 -0.3288 7.0901 -0.004 -0.067 -0.028
C 7.1907 -1.0434 4.1091 0.096 0.050 -0.004
C -0.1563 -0.2199 5.2754 -0.011 -0.087 -0.131
H -0.9281 -0.3021 8.5586 -0.025 0.028 0.103
C -4.8881 0.8050 3.1664 -0.506 -0.222 0.039
C 3.0050 0.7976 5.2760 -0.088 -0.133 -0.235
H 2.8514 2.1524 3.6197 0.002 0.053 -0.109
C -3.1017 2.1546 -5.5572 -0.135 0.000 -0.182
C 1.0542 -0.4077 -4.9602 0.264 0.026 0.135
C 7.5787 -0.2269 3.0584 0.059 0.023 -0.065
C -0.6156 -3.4677 -2.5561 -0.164 0.224 0.387
Br -1.0981 2.2795 2.0533 -0.243 0.140 0.227
N -2.5077 0.4825 -1.5371 -0.469 -0.332 -0.215
C 2.8995 2.0562 4.6952 -0.034 -0.062 0.060
H -5.4681 2.3091 4.5874 0.076 0.060 0.018
H 7.9336 -1.5638 4.6986 0.020 -0.028 0.017
C -1.3121 -4.2809 -0.3001 -0.034 0.345 -0.104
H 5.5340 -1.8500 5.2036 -0.032 0.009 0.016
C 4.8922 -0.5240 3.6478 -0.257 -0.045 -0.074
H -1.6947 -5.1967 -0.7505 0.015 -0.087 -0.129
O 3.2250 -0.2421 -3.9405 0.312 -0.435 1.108
H 4.7870 -4.2553 -3.4641 0.067 -0.123 -0.080
H 2.8721 2.3838 -4.0298 -0.070 0.120 0.020
H -3.0249 -2.2464 -2.5020 -0.019 0.110 -0.117
C -0.7902 -0.6490 7.5451 -0.032 0.092 0.081
H 6.0597 -2.6460 -5.0826 0.112 -0.076 -0.022
C 0.6360 -3.5856 2.8527 -0.137 0.256 -0.005
H 0.3163 0.1418 -5.5434 -0.080 -0.001 -0.052
Se -2.2292 -2.0401 2.4586 -0.232 -0.229 0.165
O -0.6316 3.0750 -2.3794 0.237 -0.172 0.383
C -7.0104 0.8609 4.3361 -0.144 -0.001 0.054
H -3.3254 -3.8946 -1.9455 -0.055 -0.093 -0.060
C 4.3921 -3.4006 -2.9209 0.199 0.181 0.097
C 0.8128 -0.8379 2.4916 0.246 0.045 0.221
O 4.8580 -1.0652 -2.3741 -0.139 0.134 0.320
H -4.6172 -0.9101 1.8990 0.003 0.007 -0.023
H 0.4063 -3.7142 -2.2739 0.063 -0.016 -0.091
H 4.3253 -3.6375 -1.8629 -0.044 -0.116 0.098
N -0.8804 -1.9132 -0.7194 1.068 0.845 -0.420
```
Forces are in eV/Å.

Calculated values
- Spin multiplicity: 1
- ΔE to the lowest compared entry with this formula, charge and spin: 0.470 eV
- Maximum force: 2.010 eV/A
- Total charge: -1
- HOMO: -0.1916 Eh
- LUMO level: 2.013 eV


Among the records above, which one has the highest spin multiplicity?
C2H12O4


Copy entry 2 word for word.
Entry from the OMol25 dataset: an isolated molecule of C7H9ClN4 at a distorted geometry (ωB97M-V with the def2-TZVPD basis set).

XYZ file:
```
21
Properties=species:S:1:pos:R:3:forces:R:3
C -3.6939 -0.4572 -0.0690 0.341 -0.231 0.767
H 3.9686 3.0031 1.0670 1.856 -0.257 -0.342
H 3.6237 2.9402 -0.7410 -1.969 0.181 0.301
C 2.2974 0.3672 0.0076 1.275 0.097 -1.698
C 0.0591 -0.7000 -0.3425 -0.609 -0.600 -0.414
C 3.7204 2.3984 0.1981 0.067 -0.262 -0.211
C -1.3092 -1.3028 -0.5422 -0.324 0.572 0.929
Cl -1.1943 -3.0787 -0.3904 -0.077 -0.051 -0.239
N 1.8297 0.3570 -1.2440 -0.671 -0.285 0.145
H -4.1472 0.3394 0.5189 -0.168 0.030 -0.087
H -1.8791 0.2602 0.7762 0.048 0.018 0.071
H -1.6922 -1.0337 -1.5204 0.335 -0.305 -0.281
H -4.3226 -1.3371 0.0486 -0.080 -0.048 -0.369
H 4.4409 0.4418 0.5990 -0.713 -0.044 1.866
C 3.5896 1.0435 0.2880 0.254 0.594 -0.024
H -2.2872 -1.3112 1.4027 -0.073 -0.065 0.011
N 0.6518 -0.2043 -1.4253 0.476 0.330 0.252
C -2.2900 -0.7118 0.4965 0.133 0.380 -0.440
N 0.5435 -0.7229 0.8940 0.574 0.336 -0.026
N 1.7193 -0.1620 1.0817 -0.477 -0.322 -0.122
H -3.6283 -0.1292 -1.1035 -0.197 -0.068 -0.089
```
Forces are in eV/Å.

Calculated values
- Structure (SMILES): C=Cc1nnc([C@@H](Cl)CC)nn1
- Spin multiplicity: 1
- ΔE to the lowest compared entry with this formula, charge and spin: 2.881 eV
- Maximum force: 2.125 eV/A
- HOMO: -0.3277 Eh
- LUMO level: -0.911 eV